Molecular formula: C8H19N2OPW
Method: DFT, wB97M-V/def2-TZVPD

Properties
**Orbital gap (alpha / beta)**: 6.49 / 6.19 eV
**Expectation value of S²**: 2.01
**Net charge**: +2
**LUMO energy (alpha / beta)**: -10.0 / -10.4 eV
**Multiplicity**: 3
**E_HOMO (alpha / beta)**: -16.5 / -16.6 eV
**Electronic energy**: -24725.8486 eV

Each line ends with the Mulliken spin population.
Element x y z (Å)
W 0.412 -0.206 0.126  1.250
H 0.642 1.476 -0.009  0.014
H 1.189 0.923 -0.838  -0.004
P -0.315 -0.565 -2.045  0.018
C 0.870 -1.578 -3.005  0.038
H 0.521 -1.583 -4.049  0.012
H 1.889 -1.174 -2.945  -0.005
H 0.869 -2.603 -2.608  0.003
C -1.851 -1.485 -2.374  -0.020
H -2.701 -0.913 -1.984  0.010
H -1.921 -1.642 -3.458  -0.001
H -1.789 -2.449 -1.851  0.001
C -0.505 0.911 -3.109  0.010
H 0.408 1.522 -3.086  0.001
H -0.701 0.572 -4.138  0.000
H -1.350 1.511 -2.741  0.004
C 2.312 -0.761 -0.159  0.135
O 3.443 -1.030 -0.383  0.223
H -0.998 0.618 -0.344  0.202
H -0.360 -1.643 -0.364  0.021
C -0.946 2.273 2.457  0.010
C -0.186 1.108 2.940  -0.001
N 0.277 0.086 2.225  0.071
C 0.867 -0.841 3.116  0.004
C 0.822 -0.286 4.352  -0.005
N 0.140 0.917 4.236  0.015
H -1.759 2.498 3.171  0.001
H -0.294 3.160 2.386  0.000
H -1.376 2.057 1.468  -0.004
H 1.260 -1.780 2.761  0.000
H 1.230 -0.660 5.274  0.000
H -0.100 1.568 4.979  0.000

---

Molecular formula: C26H23GeO6RuS
Method: DFT, wB97M-V/def2-TZVPD

Properties
**Orbital gap (alpha / beta)**: 7.68 / 5.01 eV
**Expectation value of S²**: 8.80
**Net charge**: +2
**Energy relative to the best compared isomer or geometry (same formula, charge and spin)**: 17.98 kcal per mole
**LUMO energy (alpha / beta)**: -6.3 / -9.1 eV
**Multiplicity**: 6
**E_HOMO (alpha / beta)**: -14.0 / -14.2 eV
**Electronic energy**: -109533.4133 eV

Each line ends with the Mulliken spin population.
Element x y z (Å)
Ru 0.426 1.759 0.279  3.845
O 2.534 4.213 -2.650  0.009
C 2.056 3.589 -1.610  0.001
O 1.191 2.723 -1.678  0.057
C 2.694 4.027 -0.317  -0.015
O 2.081 3.386 0.789  0.062
C 1.466 4.274 1.753  0.008
C -0.027 4.411 1.487  0.004
O -0.636 5.400 1.756  0.036
O -0.566 3.306 0.963  0.151
H 2.108 3.902 -3.467  0.000
H 3.753 3.758 -0.353  -0.001
H 2.627 5.115 -0.247  0.001
H 1.613 3.825 2.735  0.000
H 1.946 5.249 1.735  0.002
Ge -1.300 1.157 -1.614  -0.062
C -1.959 2.704 -2.501  -0.001
C -1.973 3.995 -1.975  -0.012
C -2.564 5.021 -2.696  0.001
C -3.146 4.763 -3.930  0.000
C -3.137 3.478 -4.455  -0.001
C -2.536 2.448 -3.748  -0.001
C -2.280 0.453 -0.140  -0.005
C -2.267 -0.913 0.180  0.070
C -3.082 -1.387 1.187  -0.022
C -3.885 -0.502 1.905  0.056
C -3.887 0.856 1.613  -0.024
C -3.089 1.338 0.589  0.043
H -0.511 0.194 -2.500  0.016
H -1.552 4.199 -0.998  0.018
H -2.581 6.023 -2.287  0.000
H -3.611 5.567 -4.484  0.000
H -3.592 3.278 -5.416  0.000
H -2.523 1.452 -4.179  -0.001
H -1.633 -1.595 -0.375  0.007
H -3.109 -2.443 1.417  -0.001
H -4.518 -0.879 2.698  0.002
H -4.515 1.533 2.175  -0.001
H -3.099 2.394 0.348  0.008
C 2.828 -9.257 2.682  -0.001
C 2.140 -7.972 2.374  -0.007
O 1.054 -7.610 2.655  0.027
S 3.304 -6.892 1.314  0.347
C 2.642 -5.334 1.173  0.151
C 3.345 -4.484 0.266  0.102
C 2.941 -3.201 0.062  -0.010
C 1.818 -2.694 0.761  0.140
C 1.124 -3.532 1.672  0.000
C 1.517 -4.821 1.879  0.060
C 1.395 -1.362 0.570  0.214
C 1.031 -0.205 0.431  -0.273
H 2.137 -9.903 3.219  0.000
H 3.711 -9.056 3.292  0.003
H 3.160 -9.736 1.760  0.001
H 4.204 -4.879 -0.262  -0.001
H 3.469 -2.558 -0.627  -0.001
H 0.280 -3.128 2.213  -0.001
H 0.984 -5.446 2.575  -0.001

---

Molecular formula: C4H11N4
Method: DFT, wB97M-V/def2-TZVPD

Properties
**Orbital gap (alpha / beta)**: 7.28 / 8.65 eV
**Net charge**: +1
**Energy relative to the best compared isomer or geometry (same formula, charge and spin)**: 107.59 kcal per mole
**LUMO energy (alpha / beta)**: -5.2 / -3.9 eV
**E_HOMO (alpha / beta)**: -12.4 / -12.6 eV
**Electronic energy**: -10276.5240 eV

Each line ends with the Löwdin charge.
Element x y z (Å)
C -0.474 0.044 -1.515  -0.345
C 0.881 -0.415 -1.011  -0.044
C 1.131 -1.558 1.211  -0.030
C -0.769 2.023 1.746  0.193
N -1.312 0.183 -0.531  0.109
N 0.659 -0.444 0.425  -0.163
N -0.773 0.250 -2.786  0.201
N -0.654 -0.050 0.621  -0.020
H 1.140 -1.404 -1.407  0.142
H 1.676 0.290 -1.269  0.140
H 2.209 -1.635 1.090  0.104
H 0.921 -1.361 2.261  0.097
H 0.667 -2.507 0.918  0.102
H 0.287 2.142 1.891  0.029
H -1.242 2.573 0.958  0.026
H -1.363 1.708 2.580  0.025
H -0.098 0.111 -3.520  0.131
H -1.703 0.554 -3.026  0.133
H -1.184 -0.502 1.363  0.168